Record 1
Below is C20H36Cl2N2O6PRh as an isolated structure at a distorted geometry, with properties calculated with ωB97M-V with the def2-TZVPD basis set.

Values from the calculation:
Kohn-Sham gap (spin up / spin down)	2.76 / 5.29	eV
E_LUMO (spin up / spin down)	-0.016 / -0.016	hartree
strongest force on any atom	4.14	eV Å⁻¹
electronic energy	-2716.7041	a.u.
multiplicity	5
molecular weight	605.30	g mol⁻¹
HOMO (spin up / spin down)	-0.117 / -0.211	Ha

XYZ file:
```
68
Properties=species:S:1:pos:R:3:lowdin_charge:R:1
O -1.7645 0.0950 -1.8492 -0.3809
C -2.3710 -0.8124 -2.4992 -0.2910
C -3.7818 -0.5996 -2.7682 -0.2184
C -4.5408 0.2508 -1.9276 -0.0626
H -4.0663 0.6826 -1.0366 0.0320
C -5.8719 0.5216 -2.2294 -0.1134
H -6.4514 1.1510 -1.5491 0.0926
C -6.4511 -0.0185 -3.3870 -0.1383
H -7.4901 0.2253 -3.6222 0.0823
C -5.7041 -0.8712 -4.2191 -0.1237
H -6.1771 -1.2999 -5.1070 0.0894
C -4.3841 -1.1747 -3.9041 -0.0716
H -3.7862 -1.8418 -4.5258 0.0999
H -1.8154 -1.5859 -3.0582 0.1154
C -2.1116 -2.8468 -0.3682 -0.1569
C -0.8774 -2.1346 -0.7727 -0.3469
H -1.9492 -3.4364 0.5530 0.0685
H -2.4003 -3.5219 -1.1949 0.0837
H -2.9271 -2.1473 -0.1561 0.0225
C 0.2745 -2.6883 -1.1645 -0.2479
C 0.6861 -4.1112 -0.9107 -0.1379
H 1.0254 -2.0755 -1.6691 0.0531
H 0.2119 -4.7945 -1.6234 0.0615
H 0.4634 -4.4632 0.1068 0.0627
H 1.7662 -4.1840 -1.0700 0.0495
Rh -0.7597 -0.0505 -0.2563 0.7410
Cl -2.6207 0.3110 1.0645 -0.0345
Cl -1.2079 3.2456 -1.1804 0.6492
C 0.4831 -0.7293 2.3763 -0.2502
O 0.7165 -0.2376 1.2340 -0.1777
N 1.4844 -0.8673 3.2439 -0.1856
C 2.8347 -0.4176 2.9266 -0.0335
C 1.2412 -1.3166 4.6022 -0.0477
H -0.5277 -1.0375 2.6928 0.1296
H 2.9651 -0.3348 1.8457 0.0807
H 3.5415 -1.1422 3.3469 0.0922
H 3.0316 0.5554 3.4013 0.0923
H 0.2086 -1.6668 4.6751 0.0934
H 1.4025 -0.5022 5.3217 0.0909
H 1.9250 -2.1329 4.8627 0.0911
H 4.2481 0.6442 -2.4663 0.0839
H 3.3466 2.0767 -4.2985 0.0872
C 3.3453 0.0296 -2.4521 -0.0344
C 2.4997 1.3809 -4.3721 -0.0435
N 2.2595 0.7714 -3.0762 -0.1851
H 3.0709 -0.2311 -1.4301 0.0847
C 1.0613 0.7912 -2.5065 -0.2568
O 0.9562 0.2209 -1.3780 -0.2002
H 1.5952 1.9173 -4.6886 0.0937
H 0.2303 1.2967 -3.0368 0.1397
H 3.5524 -0.8804 -3.0254 0.1004
H 2.7547 0.6109 -5.1139 0.0946
C 2.7285 2.7160 0.2454 -0.0104
O 1.5777 3.1604 -0.5660 -0.2420
P 0.2239 3.5596 0.0920 0.2031
O 0.2141 5.0560 0.5048 -0.2477
C 1.3494 5.6701 1.2071 -0.0336
O 0.0071 2.6570 1.3334 -0.2994
C -0.8794 2.9809 2.4467 -0.0607
H 3.4539 2.2813 -0.4510 0.0944
H 2.3975 1.9697 0.9833 0.0814
H 3.1767 3.5904 0.7390 0.0835
H 1.7111 5.0399 2.0374 0.0974
H 2.1588 5.8508 0.4867 0.0988
H 0.9798 6.6205 1.6044 0.1019
H -0.2475 3.1822 3.3218 0.0947
H -1.5055 3.8602 2.2319 0.0976
H -1.5093 2.0999 2.6040 0.0216
```

Record 2
Below is C18H49Mn2NO22S6 as an isolated structure at a distorted geometry, with properties calculated with ωB97M-V with the def2-TZVPD basis set.

Values from the calculation:
Kohn-Sham gap (spin up / spin down)	6.81 / 6.79	eV
E_LUMO (spin up / spin down)	-0.287 / -0.287	hartree
strongest force on any atom	3.49	eV Å⁻¹
electronic energy	-7115.7329	a.u.
net charge	+2
multiplicity	11
molecular weight	933.85	g mol⁻¹
HOMO (spin up / spin down)	-0.537 / -0.537	Ha

XYZ file:
```
98
Properties=species:S:1:pos:R:3:lowdin_charge:R:1
Mn 2.3342 1.4468 -2.0777 1.0838
Mn 2.3659 -1.7917 -3.5294 1.2101
N 0.0041 -0.5373 -1.5782 -0.4606
O 0.5889 0.5609 -1.3370 -0.0701
O -0.9736 -0.8727 -0.9560 0.1147
O 0.4843 -1.3042 -2.4765 -0.1257
O 3.2382 -0.2752 -2.5417 -0.4104
H 4.1269 -0.4522 -2.2184 0.0362
O -4.0533 -0.7810 -5.7563 -0.2275
S -3.1230 -1.0324 -4.7073 0.5965
O -2.8583 -0.0623 -3.6735 -0.2849
O -3.5254 -2.4300 -4.0135 -0.2420
C -2.7398 -2.9172 -2.9260 -0.2724
C -2.5609 -4.4083 -3.1225 -0.0458
C -1.5646 -1.4941 -5.4678 -0.1114
H -3.2670 -2.7829 -1.9763 0.1131
H -1.8188 -2.3406 -2.8182 0.0695
H -1.9174 -4.8532 -2.3656 0.0619
H -2.1863 -4.6300 -4.1263 0.0846
H -3.5277 -4.9115 -3.0959 0.0957
H -0.8471 -1.6501 -4.6662 0.0195
H -1.2679 -0.6220 -6.0512 0.0769
H -1.7190 -2.3421 -6.1281 0.0825
O 1.7241 3.3121 -1.4479 -0.3665
S 1.0337 4.5198 -1.0220 0.6572
O -0.0811 4.9861 -1.7630 -0.2107
O 0.6167 4.3541 0.5142 -0.2564
C -0.3379 5.2681 1.0951 -0.2286
C -0.8264 4.7360 2.4247 -0.0422
C 2.2876 5.8095 -0.8452 -0.0694
H -1.1886 5.2904 0.4105 0.1231
H 0.0556 6.2837 1.1688 0.1278
H -0.0850 4.5659 3.2034 0.0831
H -1.3885 3.8151 2.2688 0.0648
H -1.5653 5.4241 2.8404 0.0988
H 1.7874 6.7249 -0.5324 0.0826
H 2.7600 5.9565 -1.8123 0.0842
H 2.9379 5.5263 -0.0216 0.0732
O 2.8864 -3.1734 -2.0888 -0.4072
S 2.5916 -4.5253 -1.5269 0.7194
O 3.4898 -5.6149 -1.7529 -0.2013
O 2.4426 -4.3114 0.0770 -0.2220
C 2.0190 -3.0059 0.5366 -0.2523
C 1.6585 -3.1626 2.0045 -0.0282
C 0.8998 -4.9951 -1.9263 -0.0877
H 1.1661 -2.6464 -0.0487 0.0989
H 2.8409 -2.2957 0.4229 0.1160
H 1.3152 -2.1886 2.3550 0.0630
H 2.4793 -3.5804 2.5789 0.0987
H 0.7999 -3.8296 2.1058 0.0907
H 0.2824 -4.2599 -1.4080 0.0610
H 0.6602 -6.0065 -1.6123 0.0991
H 0.7362 -4.8900 -2.9994 0.0767
O 1.0557 -0.2355 4.1384 -0.2896
S 0.4795 1.0748 4.3342 0.6196
O 1.2314 2.2364 4.7389 -0.2824
O -0.2539 1.5052 2.9554 -0.2801
C -0.8785 0.4427 2.2020 -0.2480
C -1.9506 1.0074 1.2913 -0.0645
C -0.9894 0.9371 5.3967 -0.0820
H -1.3290 -0.2941 2.8682 0.1118
H -0.0839 -0.0415 1.6319 0.1024
H -2.4454 0.2084 0.7409 0.0276
H -1.4990 1.6267 0.5087 0.0762
H -2.6838 1.6484 1.7775 0.0891
H -0.7501 0.6787 6.4240 0.0811
H -1.6432 0.1959 4.9465 0.0625
H -1.4436 1.9256 5.3753 0.0752
O 3.0513 1.2686 0.0131 -0.3473
S 3.5288 1.1548 1.3619 0.6411
O 3.0930 0.0756 2.2010 -0.2389
O 5.1283 1.0200 1.2014 -0.2647
C 5.9324 0.8791 2.4060 -0.2400
C 7.3456 1.2226 2.0046 -0.0549
C 3.4195 2.7363 2.1968 -0.0792
H 5.8332 -0.1712 2.6902 0.1272
H 5.5413 1.4477 3.2503 0.1182
H 7.4719 2.2198 1.5909 0.0850
H 7.7700 0.4871 1.3198 0.0856
H 7.9965 1.1101 2.8761 0.0943
H 3.5893 2.5725 3.2601 0.0772
H 2.3680 3.0418 2.2005 0.0629
H 4.0371 3.4816 1.7080 0.0850
O -4.7473 -0.1022 1.7606 -0.2886
S -5.1054 -1.3562 1.1574 0.6108
O -6.0770 -2.1911 1.7815 -0.2432
O -5.4926 -1.1394 -0.4100 -0.2444
C -5.0261 0.0618 -1.0106 -0.2720
C -5.6300 0.1569 -2.4183 -0.0496
C -3.5923 -2.3109 0.9566 -0.1170
H -3.9384 -0.0093 -1.1415 0.0980
H -5.3078 0.9307 -0.4168 0.1215
H -5.4635 -0.8260 -2.8653 0.0662
H -5.0773 0.8607 -3.0327 0.0708
H -6.6936 0.3798 -2.4084 0.0903
H -2.8963 -1.7765 0.3144 0.0220
H -3.8462 -3.2934 0.5633 0.0714
H -3.2193 -2.4510 1.9701 0.0731
```

Record 3
Below is C2H3Li3O2 as an isolated structure at a distorted geometry, with properties calculated with ωB97M-V with the def2-TZVPD basis set.

Values from the calculation:
Kohn-Sham gap (spin up / spin down)	8.23 / 8.17	eV
E_LUMO (spin up / spin down)	-0.176 / -0.176	hartree
strongest force on any atom	1.96	eV Å⁻¹
electronic energy	-250.8900	a.u.
net charge	+1
multiplicity	2
molecular weight	79.87	g mol⁻¹
HOMO (spin up / spin down)	-0.478 / -0.477	Ha

XYZ file:
```
10
Properties=species:S:1:pos:R:3:lowdin_charge:R:1
O 1.2397 0.1991 2.1263 -0.6297
C 0.4023 1.0499 -0.7169 0.0010
C -0.4080 -0.0287 -0.8404 -0.4162
O -0.6434 -0.9003 0.1534 -0.5297
Li 1.2586 -1.0501 0.7304 0.7375
H 0.6223 1.6579 -1.5945 0.0723
H 0.8055 1.4529 0.2177 0.0477
H -0.9047 -0.2373 -1.7980 0.1111
Li -0.6072 0.1673 1.7967 0.7417
Li -1.7652 -2.3106 -0.0746 0.8643
```

Record 4
Below is an isolated ion of composition C6H5N2 and charge +1 at a distorted geometry, with properties calculated with ωB97M-V with the def2-TZVPD basis set.

Values from the calculation:
Kohn-Sham gap	8.82	eV
E_LUMO	-0.251	hartree
strongest force on any atom	5.38	eV Å⁻¹
electronic energy	-340.6029	a.u.
net charge	+1
molecular weight	105.12	g mol⁻¹
HOMO	-0.575	Ha

XYZ file:
```
13
Properties=species:S:1:pos:R:3:lowdin_charge:R:1
C -1.2070 -0.9936 -0.3449 -0.2134
C 2.1200 -0.7452 -0.8638 0.0993
C -1.0866 0.3940 -0.3859 -0.1074
C 0.0928 0.4949 0.5346 -0.1422
C 0.3788 -0.8437 1.2026 0.2127
C 1.3243 -0.3372 0.2996 -0.3356
N 2.7784 -0.3940 0.1289 0.2928
N -1.2069 -2.1008 0.0247 0.2735
H 1.9181 -0.9215 -1.9931 0.2050
H -0.9013 0.8726 -1.4542 0.1820
H -2.1663 0.8693 -0.1543 0.2052
H 0.1395 1.3441 1.2152 0.1611
H 0.3733 -1.0410 2.2770 0.1671
```

Record 5
Below is one molecule with the formula C2H3BrSi at a distorted geometry, with properties calculated with ωB97M-V with the def2-TZVPD basis set.

Values from the calculation:
Kohn-Sham gap (spin up / spin down)	7.62 / 8.23	eV
E_LUMO (spin up / spin down)	0.030 / -0.058	hartree
strongest force on any atom	4.46	eV Å⁻¹
electronic energy	-2941.3109	a.u.
multiplicity	3
molecular weight	135.04	g mol⁻¹
HOMO (spin up / spin down)	-0.250 / -0.361	Ha

XYZ file:
```
7
Properties=species:S:1:pos:R:3:lowdin_charge:R:1
C -0.3480 -0.5677 0.0982 -0.5007
C -1.3046 0.4103 0.1853 -0.6941
Si 1.3287 0.2576 0.0078 0.6777
Br -3.0202 -0.0873 -0.0471 0.7233
H -0.4346 -1.6058 -0.0272 0.0111
H 1.0111 1.7313 -0.2957 -0.0828
H 2.7676 -0.1385 0.0787 -0.1344
```

Record 6
Below is a 2-piece molecular cluster, C2H2INO overall at a distorted geometry, with properties calculated with ωB97M-V with the def2-TZVPD basis set.

Values from the calculation:
Kohn-Sham gap (spin up / spin down)	7.08 / 7.08	eV
E_LUMO (spin up / spin down)	-0.076 / -0.076	hartree
strongest force on any atom	2.38	eV Å⁻¹
electronic energy	-504.9467	a.u.
molecular weight	182.95	g mol⁻¹
HOMO (spin up / spin down)	-0.336 / -0.336	Ha

XYZ file:
```
7
Properties=species:S:1:pos:R:3:lowdin_charge:R:1
C -1.9040 2.1631 -0.1390 -0.4874
C -2.2916 1.0655 -0.8400 -0.5378
N -1.0980 2.8902 0.2670 0.1985
O 0.0034 -0.0273 0.1091 -0.0820
I -3.6406 -0.2398 0.0590 0.8179
H 0.7327 -0.4089 0.6082 0.0493
H 0.1320 -0.4632 -0.7347 0.0416
```

Record 7
Below is C17H18AlIN7S2 as an isolated structure at a distorted geometry, with properties calculated with ωB97M-V with the def2-TZVPD basis set.

Values from the calculation:
Kohn-Sham gap	6.02	eV
E_LUMO	-0.141	hartree
strongest force on any atom	2.05	eV Å⁻¹
electronic energy	-2378.4372	a.u.
net charge	+1
molecular weight	538.40	g mol⁻¹
HOMO	-0.362	Ha

XYZ file:
```
46
Properties=species:S:1:pos:R:3:lowdin_charge:R:1
Al 12.3703 10.8798 4.5742 -0.1469
C 16.4850 12.6418 4.8076 -0.1101
C 15.0010 12.4200 4.5411 -0.7170
S 14.6044 10.7524 4.2652 0.7752
C 14.0499 13.3587 4.4680 -0.7122
C 14.2985 14.7999 4.7785 -0.1078
S 12.4348 13.0144 3.8312 0.7843
H 17.0473 11.7985 4.3925 0.0615
H 16.6842 12.7198 5.8867 0.0894
H 16.8518 13.5579 4.3532 0.0711
H 15.3646 15.0150 4.8389 0.0719
H 13.8343 15.0653 5.6946 0.0645
H 13.8917 15.4233 3.9542 0.0872
N 9.5573 12.9065 4.6113 0.1594
C 9.2447 11.6245 4.5632 -0.4098
N 7.9559 11.3180 4.6237 0.1884
C 7.6488 10.0410 4.6898 -0.4216
N 6.3783 9.6755 4.8520 0.1896
N 8.5666 9.0134 4.6498 0.1931
C 9.8065 9.4136 4.4762 -0.2435
N 10.2471 10.6893 4.4290 0.1335
C 10.8916 8.3866 4.3609 -0.1285
C 10.7110 7.0139 4.4886 0.0257
C 11.7889 6.1905 4.2976 -0.0236
C 12.9849 6.7331 3.9499 -0.0025
C 13.1250 8.1103 3.8557 -0.1106
N 12.1223 8.9132 4.1324 0.0542
H 8.7599 13.4827 4.7777 0.1191
H 10.5078 13.3123 4.4935 -0.0258
H 5.6713 10.4014 4.8508 0.1272
H 6.1761 8.6845 4.7417 0.1271
H 9.7077 6.6736 4.6980 0.1243
H 11.5978 5.1234 4.4626 0.1377
H 13.8648 6.1521 3.7653 0.1229
H 14.0316 8.5648 3.5130 0.0536
I 13.9932 8.3301 9.4717 0.9492
C 12.8996 9.8697 8.5546 -0.6831
C 12.2148 10.8073 9.2346 -0.1020
C 11.4696 11.7985 8.5962 0.0007
C 11.4895 11.8053 7.2280 -0.0426
N 12.1802 10.8532 6.5185 0.0232
C 12.8363 9.8975 7.1722 -0.1672
H 12.1791 10.7389 10.3038 0.1104
H 10.9558 12.5477 9.1374 0.1146
H 10.9906 12.5453 6.6024 0.1040
H 13.3177 9.0802 6.6502 0.0916
```

Record 8
Below is one molecule with the formula C4H10O2S at a distorted geometry, with properties calculated with ωB97M-V with the def2-TZVPD basis set.

Values from the calculation:
Kohn-Sham gap	9.73	eV
SMILES	OCCSCCO
E_LUMO	0.027	hartree
strongest force on any atom	11.09	eV Å⁻¹
electronic energy	-706.8796	a.u.
molecular weight	122.19	g mol⁻¹
HOMO	-0.331	Ha

XYZ file:
```
17
Properties=species:S:1:pos:R:3:lowdin_charge:R:1
O 0.0572 0.3887 -3.0836 -0.1796
H -0.6298 0.9366 -2.5746 0.0540
C 1.2003 0.1737 -2.1858 -0.3492
C 0.8106 -0.1573 -0.8676 -0.4280
H 1.5527 -0.2943 -0.3682 -0.0163
H 0.2619 -0.9874 -0.9579 0.0642
S -0.1702 1.3561 -0.2065 0.8302
C -1.3091 0.0035 0.8716 -0.2390
H -2.0575 0.7039 1.2004 0.0515
H -1.7581 -0.6364 0.3028 -0.0082
C -0.3702 -0.5967 2.0782 -0.3183
O -0.2386 0.3747 2.9349 0.0022
H 0.0195 0.1552 3.7379 0.0310
H 0.4582 -1.0163 1.8143 0.0418
H -1.2946 -1.3684 2.5077 0.1798
H 1.8721 -0.3805 -2.8680 0.1273
H 1.5956 1.3448 -2.3357 0.1566
```